{
  "formula": "C4H10SSi",
  "method": "ωB97M-V with the def2-TZVPD basis set",
  "total_energy_ha": -845.98282,
  "total_charge": 0,
  "homo_energy_ev": -10.1,
  "symbols": ["S", "Si", "C", "C", "C", "C", "H", "H", "H", "H", "H", "H", "H", "H", "H", "H"],
  "xyz": [[-2.61580, 0.91374, 3.61353], [0.05005, 0.32756, -0.37752], [-1.22447, -0.87269, -1.02707], [0.82310, -0.32311, 1.22711], [-1.38128, 1.25867, 2.77970], [1.48345, 0.57907, -1.62915], [-0.88007, 1.43681, 0.00149], [-1.56658, -0.90368, -2.10600], [1.22102, 0.96965, -2.58987], [2.35528, 1.09921, -1.18543], [1.19900, -1.27781, 1.06768], [-0.77547, -1.91192, -0.94908], [1.89953, -0.50209, -1.81662], [1.63292, 0.19545, 1.59660], [-2.30008, -0.77618, -0.60533], [0.07939, -0.21268, 1.99997]],
  "forces_ev_per_a": [[0.209, 0.034, -0.191], [0.097, 0.380, 0.025], [-1.695, -1.780, -1.259], [-2.055, 0.827, -1.203], [-0.487, 0.223, 0.449], [0.787, -2.162, 0.994], [0.675, 0.397, -0.263], [1.066, 0.700, 0.674], [-0.140, 0.400, -0.498], [-0.615, 0.032, -0.278], [0.226, -2.188, -0.066], [-0.933, 0.823, 0.422], [-0.835, 1.745, 0.273], [1.889, 1.712, 0.480], [2.031, -0.424, 0.254], [-0.219, -0.719, 0.187]],
  "lowdin_charge": [0.675, 0.514, -0.273, -0.221, -0.573, -0.225, -0.035, 0.030, -0.005, 0.021, 0.005, 0.034, 0.063, 0.001, 0.048, -0.059]
}